[1]
C27H21BF2N3O5W | ωB97M-V/def2-TZVPD

Atoms and positions in Å:
W (0.225, -0.153, 0.046)
N (-0.984, 0.374, -2.007)
C (-2.286, -0.302, -1.800)
C (-2.793, 0.142, -0.436)
O (-3.938, 0.572, -0.317)
N (-1.832, 0.087, 0.506)
C (-1.956, 1.084, 1.571)
C (-1.091, 2.287, 1.165)
O (-1.262, 3.385, 1.655)
O (-0.190, 2.002, 0.247)
H (-1.102, 1.383, -1.971)
H (-0.573, 0.115, -2.895)
H (-2.118, -1.378, -1.822)
H (-3.033, -0.042, -2.545)
H (-1.581, 0.698, 2.518)
H (-2.981, 1.418, 1.695)
F (0.032, -4.468, -3.425)
C (0.735, -3.400, -2.984)
C (0.246, -2.656, -1.940)
C (0.948, -1.535, -1.471)
C (2.171, -1.223, -2.102)
C (2.630, -2.033, -3.138)
F (3.815, -1.763, -3.748)
C (1.937, -3.120, -3.611)
C (2.852, -0.026, -1.596)
C (4.098, 0.456, -1.999)
C (4.605, 1.608, -1.433)
C (3.851, 2.286, -0.487)
C (2.631, 1.762, -0.129)
N (2.142, 0.618, -0.645)
H (-0.664, -2.990, -1.454)
H (2.322, -3.725, -4.419)
H (4.659, -0.080, -2.745)
H (5.582, 1.975, -1.725)
H (4.200, 3.198, -0.023)
H (1.991, 2.263, 0.585)
O (0.921, 1.032, 2.966)
B (1.281, 0.116, 1.938)
O (2.632, -0.277, 2.201)
C (3.050, 0.416, 3.297)
C (4.288, 0.419, 3.897)
C (4.458, 1.263, 4.999)
C (3.418, 2.062, 5.460)
C (2.164, 2.048, 4.840)
C (2.014, 1.210, 3.762)
H (5.092, -0.203, 3.523)
H (5.418, 1.297, 5.498)
H (3.581, 2.714, 6.309)
H (1.347, 2.673, 5.178)
C (0.035, -4.733, 2.132)
C (-1.116, -3.974, 1.991)
C (-1.058, -2.695, 1.439)
C (0.141, -2.125, 0.989)
C (1.293, -2.917, 1.167)
C (1.249, -4.187, 1.719)
H (-0.007, -5.728, 2.559)
H (-2.072, -4.374, 2.315)
H (-1.976, -2.126, 1.351)
H (2.256, -2.523, 0.857)
H (2.166, -4.758, 1.829)

Values from the calculation:
molecular weight = 700.13 g/mol
gap between HOMO and LUMO (spin up / spin down) = 6.2 / 7.5 eV
net charge = -1
multiplicity = 3
⟨S²⟩ = 2.019
HOMO (spin up / spin down) = -3.7 / -5.4 eV
DFT total energy = -1873.847179 a.u.

natural (NBO) population analysis, charges in e, atoms 1 to 5: 1.2854, -0.8099, -0.3070, 0.6475, -0.6669



[2]
C27H21CoN9P2S2 | ωB97M-V/def2-TZVPD

Atoms and positions in Å:
Co (-1.247, 1.592, -1.313)
S (-2.244, -0.233, -2.304)
P (-0.695, -1.015, -1.272)
C (0.210, 0.346, -0.897)
P (0.910, 1.428, 0.176)
S (0.213, 3.195, -0.509)
C (2.730, 1.365, 0.169)
C (3.403, 0.387, 0.899)
C (4.783, 0.291, 0.828)
C (5.502, 1.174, 0.032)
C (4.837, 2.149, -0.696)
C (3.453, 2.244, -0.630)
C (0.480, 1.225, 1.930)
C (0.278, 2.346, 2.728)
C (-0.072, 2.195, 4.060)
C (-0.222, 0.926, 4.602)
C (-0.013, -0.194, 3.811)
C (0.338, -0.043, 2.478)
C (-1.285, -2.026, 0.123)
C (-0.465, -3.020, 0.659)
C (-0.852, -3.703, 1.801)
C (-2.060, -3.396, 2.416)
C (-2.885, -2.421, 1.877)
C (-2.505, -1.744, 0.726)
C (0.252, -2.219, -2.244)
C (-0.354, -3.373, -2.732)
C (0.383, -4.281, -3.474)
C (1.729, -4.040, -3.728)
C (2.333, -2.889, -3.246)
C (1.593, -1.975, -2.506)
H (2.847, -0.295, 1.532)
H (5.301, -0.470, 1.400)
H (6.581, 1.100, -0.019)
H (5.394, 2.838, -1.318)
H (2.922, 2.995, -1.202)
H (0.353, 3.333, 2.292)
H (-0.253, 3.071, 4.670)
H (-0.517, 0.811, 5.638)
H (-0.145, -1.188, 4.219)
H (0.472, -0.919, 1.860)
H (0.482, -3.255, 0.187)
H (-0.210, -4.473, 2.212)
H (-2.359, -3.924, 3.314)
H (-3.824, -2.170, 2.354)
H (-3.144, -0.983, 0.305)
H (-1.404, -3.557, -2.532)
H (-0.090, -5.177, -3.857)
H (2.304, -4.752, -4.308)
H (3.379, -2.697, -3.450)
H (2.043, -1.061, -2.134)
N (-4.004, 3.572, -1.220)
C (-3.681, 2.799, -0.136)
N (-4.363, 2.753, 0.993)
N (-3.683, 1.878, 1.763)
N (-2.646, 1.438, 1.145)
N (-2.627, 1.983, -0.088)
C (-3.223, 3.590, -2.352)
N (-3.444, 4.314, -3.430)
N (-2.411, 4.008, -4.248)
N (-1.643, 3.131, -3.707)
N (-2.127, 2.850, -2.480)
H (-4.810, 4.167, -1.167)

Values from the calculation:
molecular weight = 656.54 g/mol
gap between HOMO and LUMO = 7.4 eV
net charge = -1
HOMO = -5.1 eV
DFT total energy = -4396.247366 a.u.

Löwdin population analysis, charges in e, atoms 1 to 5: 0.0029, 0.4435, 0.4580, -0.5696, 0.4730



[3]
C27H21CrN6O7S | ωB97M-V/def2-TZVPD

Atoms and positions in Å:
Cr (0.950, -0.077, -0.038)
O (-1.942, -2.464, 1.482)
C (-1.200, -1.483, 1.530)
N (0.111, -1.446, 1.199)
C (0.808, -2.666, 1.186)
C (0.535, -3.752, 2.016)
C (1.340, -4.881, 1.981)
C (2.425, -4.944, 1.120)
C (2.710, -3.880, 0.277)
C (1.908, -2.743, 0.306)
N (2.049, -1.596, -0.480)
C (2.648, -1.621, -1.685)
O (3.199, -2.563, -2.258)
C (2.561, -0.279, -2.335)
C (2.995, -0.091, -3.639)
C (2.937, 1.167, -4.202)
C (2.473, 2.216, -3.414)
C (2.052, 1.948, -2.129)
N (2.043, 0.722, -1.588)
C (-1.793, -0.234, 2.139)
C (-3.178, -0.068, 2.116)
C (-3.746, 0.948, 2.856)
C (-2.917, 1.747, 3.635)
C (-1.553, 1.498, 3.602)
N (-0.995, 0.550, 2.859)
H (-0.308, -3.704, 2.689)
H (1.123, -5.711, 2.644)
H (3.056, -5.825, 1.106)
H (3.547, -3.922, -0.401)
H (3.361, -0.955, -4.176)
H (3.257, 1.348, -5.219)
H (2.430, 3.227, -3.795)
H (1.694, 2.760, -1.514)
H (-3.774, -0.755, 1.532)
H (-4.817, 1.106, 2.852)
H (-3.327, 2.538, 4.251)
H (-0.866, 2.083, 4.210)
O (-0.884, 0.352, -1.050)
C (-0.982, 1.555, -1.439)
N (-0.540, 2.590, -0.761)
S (-0.787, 4.591, -2.978)
O (-1.006, 5.475, -4.130)
O (-1.905, 5.036, -1.874)
C (-1.557, 3.021, -3.520)
C (-2.061, 3.052, -4.810)
C (-2.565, 1.909, -5.405)
C (-2.577, 0.717, -4.701)
C (-2.090, 0.673, -3.409)
C (-1.565, 1.808, -2.790)
H (-2.033, 3.994, -5.343)
H (-2.932, 1.945, -6.423)
H (-2.948, -0.189, -5.164)
H (-2.096, -0.250, -2.844)
N (-1.051, 4.570, 1.159)
C (0.408, 4.408, 1.143)
C (0.876, 2.960, 1.123)
O (1.797, 2.559, 1.782)
O (0.253, 2.080, 0.327)
H (-1.290, 5.506, 1.464)
H (-1.482, 3.911, 1.794)
H (-1.483, 4.875, -0.989)
H (0.894, 4.857, 2.012)
H (0.794, 4.897, 0.244)

Values from the calculation:
molecular weight = 625.56 g/mol
energy relative to the best compared isomer or geometry (same formula, charge and spin) = 0.521 eV
gap between HOMO and LUMO (spin up / spin down) = 6.2 / 6.6 eV
net charge = -1
multiplicity = 5
⟨S²⟩ = 6.017
HOMO (spin up / spin down) = -3.9 / -4.4 eV
DFT total energy = -3339.522596 a.u.

natural (NBO) population analysis, charges in e, atoms 1 to 5: 1.2028, -0.6530, 0.6366, -0.7266, 0.1308